Arrangement one

The following is a quantum chemistry calculation of one molecule with the formula C5H6S3, from OMol25.

## Properties
E_HOMO = -8.575 eV
Kohn-Sham gap = 8.16 eV

The geometry in XYZ format:
```
14
Properties=species:S:1:pos:R:3:lowdin_charge:R:1
C 0.4160 1.6625 -0.5383 -0.383
C 2.1802 -0.5126 -0.0340 -1.530
C -0.4641 -1.1292 0.8319 -0.485
C -1.7421 -0.7761 0.1992 -0.229
C -2.7917 -0.5036 -0.3247 0.113
H 0.5121 2.7250 -0.6663 0.025
H -0.5207 1.4668 0.0225 0.031
H 0.3850 1.1919 -1.5062 0.041
H -0.6089 -2.0058 1.4900 0.087
H -0.0905 -0.3173 1.4605 0.065
H -3.7307 -0.2707 -0.7885 0.035
S 1.9253 1.1806 0.3461 0.797
S 3.6964 -1.0966 -0.1278 0.590
S 0.8338 -1.6147 -0.3644 0.844
```

Arrangement two

The following is a quantum chemistry calculation of one molecule with the formula C5H6S3, from OMol25.

## Properties
E_HOMO = -8.783 eV
SMILES = C#C[C@H](SC)SC=S
Kohn-Sham gap = 8.55 eV

The geometry in XYZ format:
```
14
Properties=species:S:1:pos:R:3:lowdin_charge:R:1
C 0.7798 2.5915 -0.3518 0.140
C 0.7680 1.4337 -0.0517 -0.252
C 0.7683 0.0345 0.3532 -0.899
S 2.1629 -0.9111 -0.3648 0.790
C 3.5106 -0.0730 0.5037 -0.404
S -0.7374 -0.8940 -0.1695 0.845
C -1.9987 0.2356 0.2295 -1.072
S -3.5720 -0.0926 0.0671 0.603
H 0.7722 3.6095 -0.6641 0.040
H 0.8477 -0.0441 1.4334 0.077
H 4.4580 -0.5150 0.1448 0.043
H 3.4367 -0.2406 1.5798 0.038
H 3.5088 1.0058 0.2982 0.037
H -1.6471 1.2127 0.5857 0.015
```

Which of them is most stable, and which least? Most stable: arrangement one; least stable: arrangement two.

Arrangement one

The following is a quantum chemistry calculation of an isolated ion of composition C4H9NO and charge -1, from OMol25.

## Properties
E_HOMO (alpha / beta) = 0.701 / -2.803 eV
expectation value of S² = 0.754
multiplicity = 2
net charge = -1
Kohn-Sham gap (alpha / beta) = 3.26 / 6.74 eV

The geometry in XYZ format:
```
15
Properties=species:S:1:pos:R:3:lowdin_charge:R:1
O -1.8817 0.5517 -1.9845 -0.257
C -2.2284 0.2801 -0.7738 -0.493
C -1.2259 0.3036 0.3620 -0.278
C -0.0765 -0.7096 0.1773 -0.245
C 1.3325 -0.2228 0.5523 -0.325
N 2.0305 0.5469 -0.4500 -0.006
H -3.2852 0.0930 -0.5199 0.023
H -1.8397 0.0845 1.2294 0.066
H -0.7906 1.3164 0.4632 0.084
H -0.2310 -1.5999 0.8046 0.079
H -0.1675 -1.1225 -0.8259 0.091
H 1.8563 -1.1787 0.7358 0.085
H 1.3444 0.3198 1.4980 0.098
H 2.6122 1.3203 -0.1776 0.045
H 2.5507 0.0175 -1.0909 0.033
```

Arrangement two

The following is a quantum chemistry calculation of a 2-piece molecular cluster, C4H9NO overall, from OMol25.

## Properties
E_HOMO (alpha / beta) = -0.136 / -3.209 eV
expectation value of S² = 0.759
multiplicity = 2
net charge = -1
Kohn-Sham gap (alpha / beta) = 4.41 / 7.42 eV

The geometry in XYZ format:
```
15
Properties=species:S:1:pos:R:3:lowdin_charge:R:1
C -0.3072 1.5800 -1.9182 -0.182
C -0.5265 0.5976 -0.7999 -0.238
C 0.1802 -0.5398 -0.5863 -0.344
N 0.1059 -1.3580 0.4879 -0.165
C -1.1062 -1.7501 0.9411 -0.230
H -1.2184 1.9616 -2.3899 0.044
H 0.1935 2.4830 -1.5261 0.047
H 0.3341 1.1436 -2.6757 0.044
H -1.3871 0.8117 -0.1777 0.057
H 0.8414 -0.8171 -1.4286 0.082
H -2.0200 -1.2072 0.6820 -0.014
H -1.1809 -2.4785 1.7419 -0.025
H 2.7778 -0.2263 2.3875 0.017
H 1.2981 -0.0812 2.2962 0.016
O 2.0153 -0.1193 2.9657 -0.108
```

Which of them is most stable, and which least? Most stable: arrangement one; least stable: arrangement two.

Arrangement one

The following is a quantum chemistry calculation of a 2-piece molecular cluster, CH6S2 overall, from OMol25.

## Properties
E_HOMO = -9.056 eV
SMILES = CS.S
Kohn-Sham gap = 9.68 eV

The geometry in XYZ format:
```
9
Properties=species:S:1:pos:R:3:lowdin_charge:R:1
C -0.8486 -1.1091 -0.7757 -0.363
S -0.2856 0.2230 -2.1454 0.533
H -0.5005 -0.9180 0.2518 0.003
H -1.9273 -0.8497 -0.8318 0.010
H -0.5652 -2.0636 -1.2253 0.012
H -0.4793 1.1774 -1.2405 -0.204
S 1.9322 0.7968 1.9870 0.477
H 2.1131 2.0749 1.9514 -0.266
H 0.5612 0.6683 2.0285 -0.200
```

Arrangement two

The following is a quantum chemistry calculation of a 2-piece molecular cluster, CH6S2 overall, from OMol25.

## Properties
E_HOMO = -8.565 eV
SMILES = CS.S
Kohn-Sham gap = 9.20 eV

The geometry in XYZ format:
```
9
Properties=species:S:1:pos:R:3:lowdin_charge:R:1
C 0.6247 0.2219 -0.1222 -0.667
S 2.3734 -0.2106 0.0861 0.610
H 0.3754 0.3972 -1.1708 0.019
H -0.0317 -0.5437 0.2951 -0.129
H 0.4652 1.1509 0.4292 0.028
H 2.3532 -1.3364 -0.6436 -0.165
S -1.8902 -0.3204 -0.0352 0.602
H -2.4140 0.9091 -0.1435 -0.158
H -1.8560 -0.2679 1.3048 -0.139
```

Which of them is most stable, and which least? Most stable: arrangement one; least stable: arrangement two.

Arrangement one

The following is a quantum chemistry calculation of CH5O2 as an isolated structure, from OMol25.

## Properties
E_HOMO = -3.149 eV
net charge = -1
Kohn-Sham gap = 7.95 eV

The geometry in XYZ format:
```
8
Properties=species:S:1:pos:R:3:lowdin_charge:R:1
O 2.0434 -0.1500 -0.2937 -0.356
H 1.6512 -0.0535 -1.1801 -0.071
C -1.0060 0.1078 0.1013 -0.286
O 0.0574 0.1976 1.0657 -0.368
H -1.8561 -0.3202 0.7018 0.047
H -0.6568 -0.7498 -0.4793 0.050
H -1.3061 1.0428 -0.3519 0.037
H 1.0731 -0.0747 0.4361 -0.053
```

Arrangement two

The following is a quantum chemistry calculation of a 2-piece molecular cluster, CH5O2 overall, from OMol25.

## Properties
E_HOMO = -2.796 eV
net charge = -1
Kohn-Sham gap = 7.74 eV

The geometry in XYZ format:
```
8
Properties=species:S:1:pos:R:3:lowdin_charge:R:1
O 0.0938 1.6445 1.3054 -0.236
H 0.8383 2.1592 0.9392 -0.015
C -0.1672 -0.9786 -0.5130 -0.396
O -0.3565 0.3611 -0.8183 -0.413
H -1.0388 -1.5678 -0.8709 0.031
H -0.0170 -1.2026 0.5578 0.042
H 0.6912 -1.4051 -1.0726 0.030
H -0.0437 0.9893 0.4723 -0.043
```

Which of them is most stable, and which least? Most stable: arrangement two; least stable: arrangement one.

Arrangement one

The following is a quantum chemistry calculation of C39H31Cl3N3PRu as an isolated structure, from OMol25.

## Properties
E_HOMO (alpha / beta) = -10.113 / -9.874 eV
expectation value of S² = 0.759
multiplicity = 2
net charge = +1
Kohn-Sham gap (alpha / beta) = 7.39 / 6.47 eV

The geometry in XYZ format:
```
78
Properties=species:S:1:pos:R:3:lowdin_charge:R:1
Ru -0.1428 -1.4545 0.9683 0.984
Cl 1.1924 -3.1796 -0.6564 0.629
C -0.2955 -3.2308 -1.6167 -0.862
Cl -1.6764 -2.9045 -0.5395 0.659
H -0.4164 -4.2188 -2.0450 0.050
H -0.2669 -2.4383 -2.3561 -0.007
C -1.2031 -4.7731 3.7010 -0.079
C -0.5134 -4.3979 4.8477 -0.079
C 0.2735 -3.2642 4.8174 -0.030
C 0.3618 -2.5089 3.6447 -0.204
C -0.3307 -2.8616 2.4699 -0.247
C -1.1144 -4.0183 2.5386 -0.148
C 1.2272 -1.3373 3.5236 -0.200
C 1.9610 -0.7977 4.6117 0.017
C 2.7859 0.2599 4.4160 0.020
C 2.9525 0.7885 3.1102 -0.151
C 3.8461 1.8490 2.8366 -0.023
C 4.0167 2.3070 1.5608 -0.056
C 3.2995 1.7040 0.5069 -0.040
C 2.4166 0.6877 0.7491 -0.034
C 2.2098 0.2153 2.0598 -0.192
N 1.3059 -0.8049 2.3053 0.012
H -1.8131 -5.6680 3.7111 0.107
H -0.5816 -4.9909 5.7494 0.106
H 0.8251 -2.9855 5.7051 0.103
H -1.6668 -4.3664 1.6742 0.050
H 1.8431 -1.2303 5.5922 0.109
H 3.3353 0.6966 5.2409 0.128
H 4.3997 2.2824 3.6602 0.119
H 4.7051 3.1158 1.3578 0.111
H 3.4472 2.0387 -0.5132 0.100
H 1.8651 0.2272 -0.0559 0.031
Cl -1.6894 3.2799 3.4276 0.722
C -2.1549 1.6845 2.9685 -0.634
C -3.4223 1.2010 3.2319 -0.058
C -3.7106 -0.1039 2.8600 -0.022
C -2.7379 -0.8662 2.2458 -0.097
N -1.5218 -0.3720 1.9683 -0.082
C -1.2274 0.8776 2.3328 -0.141
H -4.1540 1.8234 3.7281 0.121
H -4.6791 -0.5378 3.0613 0.120
H -2.9087 -1.9008 1.9864 0.097
H -0.2314 1.2360 2.1208 0.098
N -0.1466 -0.1925 -0.5451 -0.361
P -0.2303 0.5716 -1.9002 0.777
C -1.1674 2.1224 -1.8831 -0.304
C -1.9169 2.5529 -2.9762 -0.080
C -2.5867 3.7671 -2.9257 -0.067
C -2.4997 4.5611 -1.7911 -0.069
C -1.7422 4.1452 -0.7048 -0.069
C -1.0799 2.9277 -0.7510 -0.082
C -1.0398 -0.4284 -3.1781 -0.332
C -2.3606 -0.8212 -2.9499 -0.134
C -3.0001 -1.6699 -3.8379 -0.071
C -2.3279 -2.1319 -4.9638 -0.066
C -1.0222 -1.7333 -5.2064 -0.065
C -0.3777 -0.8797 -4.3182 -0.078
C 1.3950 1.0237 -2.5677 -0.298
C 1.6516 2.2691 -3.1347 -0.058
C 2.9187 2.5640 -3.6238 -0.066
C 3.9317 1.6207 -3.5469 -0.071
C 3.6846 0.3782 -2.9757 -0.069
C 2.4232 0.0828 -2.4866 -0.120
H -1.9851 1.9371 -3.8650 0.109
H -3.1753 4.0940 -3.7726 0.110
H -3.0210 5.5087 -1.7554 0.109
H -1.6668 4.7685 0.1760 0.102
H -0.4757 2.5973 0.0825 0.087
H -2.8823 -0.4601 -2.0707 0.108
H -4.0241 -1.9695 -3.6570 0.112
H -2.8295 -2.7929 -5.6583 0.111
H -0.5052 -2.0784 -6.0920 0.111
H 0.6384 -0.5647 -4.5188 0.107
H 0.8682 3.0134 -3.1918 0.105
H 3.1124 3.5337 -4.0628 0.110
H 4.9177 1.8537 -3.9267 0.110
H 4.4768 -0.3560 -2.9077 0.112
H 2.2341 -0.8765 -2.0200 0.073
```

Arrangement two

The following is a quantum chemistry calculation of C39H31Cl3N3PRu as an isolated structure, from OMol25.

## Properties
E_HOMO (alpha / beta) = -10.147 / -9.911 eV
expectation value of S² = 0.760
multiplicity = 2
net charge = +1
Kohn-Sham gap (alpha / beta) = 7.42 / 6.45 eV

The geometry in XYZ format:
```
78
Properties=species:S:1:pos:R:3:lowdin_charge:R:1
Ru -0.1450 -0.0254 0.4353 0.958
Cl 0.9686 -1.1603 -1.6496 0.629
C -0.5832 -1.9866 -1.8982 -0.859
Cl -1.3898 -2.1620 -0.3199 0.651
H -0.4072 -2.9701 -2.3171 0.048
H -1.2145 -1.3574 -2.5150 0.008
C 1.4942 -3.0737 3.1904 -0.078
C 2.3394 -2.2932 3.9687 -0.078
C 2.4864 -0.9542 3.6632 -0.028
C 1.7812 -0.4019 2.5916 -0.205
C 0.9065 -1.1653 1.7965 -0.257
C 0.7916 -2.5178 2.1291 -0.153
C 1.9489 0.9869 2.1689 -0.197
C 2.7775 1.9060 2.8595 0.015
C 2.9465 3.1614 2.3806 0.018
C 2.3351 3.5339 1.1600 -0.151
C 2.5349 4.8082 0.5842 -0.022
C 1.9742 5.1276 -0.6192 -0.054
C 1.2022 4.1652 -1.2976 -0.037
C 0.9812 2.9295 -0.7525 -0.032
C 1.5233 2.5884 0.5017 -0.181
N 1.2942 1.3385 1.0600 0.020
H 1.3826 -4.1285 3.4101 0.107
H 2.8849 -2.7277 4.7951 0.107
H 3.1609 -0.3533 4.2585 0.103
H 0.1519 -3.1775 1.5551 0.049
H 3.2605 1.5974 3.7730 0.108
H 3.5648 3.8783 2.9065 0.128
H 3.1531 5.5219 1.1146 0.120
H 2.1366 6.1033 -1.0562 0.111
H 0.7793 4.3928 -2.2693 0.093
H 0.3941 2.1924 -1.2707 0.032
Cl -2.6902 4.0356 3.1975 0.781
C -2.3945 2.3400 3.1069 -0.603
C -2.9600 1.4617 4.0119 -0.054
C -2.6734 0.1125 3.8749 -0.021
C -1.8393 -0.3062 2.8578 -0.092
N -1.3028 0.5566 1.9856 -0.080
C -1.5752 1.8580 2.1020 -0.149
H -3.6070 1.8258 4.7980 0.121
H -3.0893 -0.6141 4.5576 0.120
H -1.5681 -1.3447 2.7337 0.103
H -1.1366 2.5196 1.3703 0.079
N -1.3622 0.9269 -0.8079 -0.354
P -2.3377 1.5742 -1.8348 0.778
C -3.6298 2.6382 -1.1362 -0.295
C -4.9309 2.6699 -1.6329 -0.075
C -5.8649 3.5375 -1.0830 -0.066
C -5.5035 4.3782 -0.0403 -0.064
C -4.2059 4.3581 0.4543 -0.107
C -3.2734 3.4916 -0.0927 -0.103
C -3.2404 0.3260 -2.7929 -0.317
C -3.9710 -0.6312 -2.0852 -0.122
C -4.6060 -1.6622 -2.7570 -0.072
C -4.5127 -1.7501 -4.1415 -0.069
C -3.7932 -0.8007 -4.8515 -0.066
C -3.1561 0.2362 -4.1803 -0.069
C -1.5058 2.6402 -3.0469 -0.300
C -2.0421 3.8584 -3.4570 -0.057
C -1.3720 4.6353 -4.3938 -0.065
C -0.1683 4.1992 -4.9264 -0.075
C 0.3719 2.9837 -4.5237 -0.074
C -0.2931 2.2101 -3.5868 -0.123
H -5.2174 2.0209 -2.4502 0.107
H -6.8754 3.5562 -1.4693 0.109
H -6.2343 5.0522 0.3870 0.110
H -3.9224 5.0174 1.2641 0.052
H -2.2544 3.4777 0.2802 0.073
H -4.0419 -0.5607 -1.0055 0.104
H -5.1767 -2.3968 -2.2039 0.110
H -5.0079 -2.5570 -4.6656 0.110
H -3.7317 -0.8617 -5.9300 0.110
H -2.6029 0.9793 -4.7411 0.105
H -2.9796 4.2069 -3.0429 0.106
H -1.7920 5.5825 -4.7055 0.111
H 0.3522 4.8064 -5.6555 0.111
H 1.3135 2.6445 -4.9354 0.113
H 0.1369 1.2733 -3.2530 0.084
```

Which of them is most stable, and which least? Most stable: arrangement one; least stable: arrangement two.

Arrangement one

The following is a quantum chemistry calculation of C3H3NOS3 as an isolated structure, from OMol25.

## Properties
E_HOMO = -9.207 eV
Kohn-Sham gap = 8.69 eV

The geometry in XYZ format:
```
11
Properties=species:S:1:pos:R:3:lowdin_charge:R:1
C 1.2398 0.2060 0.0845 -1.222
C -1.2471 1.0198 -0.0183 -0.688
C -0.7573 -1.3688 0.7756 -0.705
H 0.4539 1.9390 0.8464 0.164
H -0.0524 -0.5787 1.7487 0.184
H -1.1592 -2.4794 1.2576 0.099
N 0.0988 0.9933 0.5084 -0.105
O -1.7766 2.1492 -0.3999 -0.066
S 2.7481 0.5672 0.0004 0.730
S -2.2640 -0.4801 -0.0911 0.866
S 0.6950 -1.4727 -0.4882 0.743
```

Arrangement two

The following is a quantum chemistry calculation of C3H3NOS3 as an isolated structure, from OMol25.

## Properties
E_HOMO = -9.199 eV
Kohn-Sham gap = 7.06 eV

The geometry in XYZ format:
```
11
Properties=species:S:1:pos:R:3:lowdin_charge:R:1
C 1.1198 0.8718 -0.0270 -0.695
C -1.1186 0.0941 -0.1674 -0.772
C -1.6946 1.4623 0.0873 -0.223
H -0.3573 -2.3614 0.3476 -0.143
H 0.5999 1.7783 -0.1166 0.024
H -3.0358 1.2484 -0.0094 0.149
N 0.2249 -0.2258 -0.1905 -0.487
O -1.1215 2.6600 0.1647 -0.050
S 0.9521 -1.8482 0.1229 0.740
S 2.7111 0.6256 -0.0446 0.697
S -2.3913 -0.9607 -0.0510 0.760
```

Arrangement three

The following is a quantum chemistry calculation of one molecule with the formula C3H3NOS3, from OMol25.

## Properties
E_HOMO = -9.307 eV
SMILES = O=C(S)/C(C=S)=N/S
Kohn-Sham gap = 7.86 eV

The geometry in XYZ format:
```
11
Properties=species:S:1:pos:R:3:lowdin_charge:R:1
O 0.5640 2.4325 0.3869 0.016
C -0.2044 1.5062 0.4700 -0.720
S -1.8715 1.7066 1.1226 0.843
C 0.1906 0.1089 0.0193 -0.499
C 1.4560 -0.0709 -0.7300 -0.656
S 1.8790 0.6800 -2.1039 0.777
N -0.5746 -0.8440 0.3920 -0.328
S -0.0668 -2.3572 -0.1829 0.799
H -2.3341 0.5166 0.7799 -0.153
H 2.1954 -0.6944 -0.2752 0.039
H -1.2338 -2.9843 0.1211 -0.117
```

Which of them is most stable, and which least? Most stable: arrangement three; least stable: arrangement two.